Entry 1:
The following is a DFT calculation (ωB97M-V/def2-TZVPD) of a 7-piece molecular cluster, C14H28Br14 overall.

SMILES: BrCCBr.BrCCBr.BrCCBr.BrCCBr.BrCCBr.BrCCBr.BrCCBr
highest occupied orbital energy: -10.293 eV
net charge: 0
orbital gap: 10.42 eV
E_LUMO: 0.1 eV
total energy: -995565.7518 eV
molecular weight: 1315.03 g mol⁻¹

Geometry (Å):
H (-6.28, 3.79, -3.91)
H (3.06, -4.69, 3.25)
C (-7.92, 3.40, -2.40)
Br (-3.14, -3.19, -3.20)
C (-2.54, -3.72, -4.99)
Br (3.46, -2.72, -7.57)
H (3.84, -5.78, 4.26)
H (-5.77, 2.97, -2.50)
C (-0.87, 8.79, 1.15)
Br (4.22, -4.48, 0.62)
C (4.51, -5.65, 2.18)
C (1.96, -1.20, 8.36)
C (2.93, -2.11, 9.11)
C (-1.74, -5.04, -4.88)
H (-3.32, -3.73, -5.74)
C (4.33, -1.68, -6.08)
H (-1.68, 1.19, 0.05)
Br (-1.29, -5.75, -6.65)
H (-0.51, 8.19, 3.23)
C (-1.33, 8.24, 2.51)
Br (2.89, 0.56, 8.07)
H (-8.05, 3.48, -1.32)
Br (-8.41, 1.51, -2.91)
C (-0.62, 1.27, -0.21)
H (0.90, -1.10, 8.60)
C (4.07, -5.03, 3.51)
H (-2.19, 8.76, 2.93)
H (5.00, -0.90, -6.45)
H (4.16, -6.66, 1.98)
H (-8.60, 4.09, -2.90)
H (-0.11, -0.77, -0.59)
Br (0.09, 10.49, 1.40)
H (5.54, -5.99, 2.27)
H (1.33, 0.07, -0.31)
H (-2.34, -5.79, -4.36)
Br (4.98, -3.38, 4.06)
H (4.93, -2.45, -5.59)
Br (-2.06, 6.43, 2.22)
H (-1.73, 8.90, 0.49)
H (-0.17, 2.05, 0.41)
C (3.27, -1.14, -5.13)
H (3.23, -1.77, 10.09)
Br (-0.69, 1.58, -2.20)
H (-0.17, 8.04, 0.78)
C (-6.46, 3.74, -2.84)
Br (4.26, 0.21, -4.03)
H (3.91, -2.12, 8.63)
H (-0.84, -4.98, -4.28)
H (-1.91, -2.91, -5.36)
Br (0.15, -0.46, 1.92)
Br (2.08, -3.88, 9.29)
C (0.29, 0.06, -0.01)
H (1.85, -1.57, 7.34)
H (2.64, -0.54, -5.77)
Br (-5.88, 5.37, -1.93)
H (2.78, -1.99, -4.65)

=====

Entry 2:
The following is a DFT calculation (ωB97M-V/def2-TZVPD) of a 2-piece molecular cluster, C3HNO overall.

highest occupied orbital energy (alpha / beta): -9.834 / -9.792 eV
net charge: 0
orbital gap (alpha / beta): 7.69 / 7.71 eV
E_LUMO (alpha / beta): -2.1 / -2.1 eV
total energy: -6659.6959 eV
molecular weight: 67.05 g mol⁻¹

Geometry (Å):
C (-0.95, -0.11, -0.26)
C (-0.47, -1.28, 0.16)
H (-1.79, 0.50, -0.55)
O (1.82, 1.57, -0.32)
C (1.18, 1.55, 0.62)
N (0.21, -2.23, 0.36)

=====

Entry 3:
The following is a DFT calculation (ωB97M-V/def2-TZVPD) of C6H9N2O2 as an isolated structure.

highest occupied orbital energy: -4.186 eV
net charge: -1
orbital gap: 7.96 eV
E_LUMO: 3.8 eV
total energy: -13443.7584 eV
molecular weight: 141.15 g mol⁻¹

Geometry (Å):
O (-0.63, 1.35, -4.05)
H (0.60, 0.64, 4.52)
N (1.20, -1.05, 1.79)
H (-1.23, 1.17, 1.33)
H (0.70, 1.69, 3.45)
H (-0.26, -1.48, -3.34)
H (-0.15, 0.29, -0.85)
C (0.56, 0.04, 2.28)
O (0.12, 0.89, -2.00)
C (0.83, -1.16, 0.49)
C (-0.50, 0.63, -3.08)
C (-1.13, -0.74, -3.06)
C (0.94, 0.68, 3.54)
H (-1.68, -1.02, -2.18)
H (1.25, -1.87, -0.18)
H (-1.96, -0.64, -3.84)
N (-0.26, -0.38, 0.26)
C (-0.38, 0.45, 1.27)
H (1.97, 0.52, 3.66)

=====

Entry 4:
The following is a DFT calculation (ωB97M-V/def2-TZVPD) of a 8-piece molecular cluster, C33H78BFO9 overall.

SMILES: C=CC(=O)OCCCCCCBCCCF.CC(C)O.CC(C)O.CC(C)O.CC(C)O.CC(C)O.CC(C)O.CC(C)O
highest occupied orbital energy: -9.803 eV
net charge: 0
orbital gap: 10.46 eV
E_LUMO: 0.7 eV
total energy: -57305.4060 eV
molecular weight: 648.79 g mol⁻¹

Geometry (Å):
H (-5.96, 2.26, -6.79)
C (2.05, 3.37, -6.04)
H (1.94, -10.41, -0.30)
C (-2.01, 1.84, 1.36)
C (-1.65, 4.67, -2.95)
H (4.09, 1.25, -4.21)
H (-2.66, 2.37, 0.66)
H (-0.37, 2.02, -3.23)
H (1.09, -3.70, -1.41)
H (4.30, 1.74, -5.90)
H (-8.35, 1.55, 4.71)
H (1.09, -9.32, -1.41)
H (3.38, 0.60, 7.83)
H (6.78, 1.07, 8.88)
H (-2.69, 1.63, -1.40)
C (-1.60, 0.52, 0.72)
H (-3.52, 2.48, 2.75)
H (-2.72, 0.32, -6.64)
C (0.35, -2.80, 0.41)
O (-0.67, 5.18, -3.44)
H (-2.79, 6.47, -2.43)
H (1.89, 1.35, -5.32)
C (-7.55, 2.13, 5.19)
O (-1.93, 3.34, -3.08)
H (1.93, 1.91, 5.93)
H (-4.64, 2.04, -4.16)
H (0.97, 3.52, -6.09)
H (-0.17, 0.47, 3.32)
C (-0.98, 2.45, -2.44)
H (-5.71, 3.10, 4.63)
H (0.31, -4.94, 0.72)
C (1.72, -8.37, 0.42)
O (1.86, 2.61, -3.75)
H (5.25, -0.13, 6.42)
H (0.29, -0.09, 5.98)
H (4.33, -1.22, -6.06)
H (-7.60, 4.35, 3.54)
H (-1.21, -3.47, -0.56)
C (-3.13, 0.61, -5.67)
C (-6.53, 2.56, 4.14)
H (-6.41, 3.76, 2.35)
H (-2.96, -0.20, -4.96)
H (2.51, 4.32, -5.74)
H (6.60, 1.01, 6.30)
H (-1.11, 2.44, 1.53)
H (-2.59, 1.49, -5.31)
C (5.05, 1.60, 7.69)
H (-3.26, 3.83, -1.02)
H (0.32, -7.89, 1.99)
C (5.52, 0.93, 6.41)
O (1.75, -7.05, -0.10)
H (2.26, 3.43, -3.46)
C (0.44, -8.62, 1.19)
C (-0.86, 0.68, -0.60)
H (-0.52, -0.30, -0.93)
C (5.27, -1.47, -5.57)
H (-7.99, 2.98, 5.69)
H (-3.40, 0.74, 2.65)
C (-2.80, 1.66, 2.68)
C (2.39, 2.28, -5.03)
H (2.34, -2.87, -0.47)
H (-4.54, 1.80, -7.74)
H (-5.17, 0.03, -6.06)
H (0.03, 1.30, -0.42)
C (-7.16, 3.46, 3.09)
H (7.05, -3.29, -4.47)
H (5.97, -1.84, -6.32)
H (1.16, -1.94, -1.41)
O (3.62, 1.53, 7.79)
H (1.56, -4.11, 1.66)
H (6.75, -2.01, -3.29)
H (5.67, -0.55, -5.14)
O (4.06, -2.03, -3.54)
O (-5.12, 1.26, -4.46)
O (-1.00, -2.70, -0.03)
H (-2.50, -0.09, 0.58)
H (-0.97, -0.04, 1.42)
C (3.88, 2.04, -4.94)
C (-1.70, 1.32, -1.73)
C (1.91, -9.39, -0.69)
H (0.54, -1.90, 1.00)
C (-4.62, 0.93, -5.76)
H (4.42, -1.24, -3.13)
H (4.40, 2.94, -4.60)
H (2.84, -9.20, -1.23)
C (1.29, -2.83, -0.79)
C (1.46, 1.44, 5.07)
C (5.70, 0.99, 8.92)
H (2.14, 0.68, 4.68)
F (1.28, 2.43, 4.10)
C (0.53, -4.03, 1.29)
C (0.11, 0.84, 5.45)
C (-4.89, 2.05, -6.74)
H (5.27, 2.67, 7.65)
H (-1.88, 2.71, 4.63)
C (-3.12, 4.90, -1.04)
H (-0.39, 1.54, 6.12)
H (6.12, -3.63, -3.00)
H (1.01, -6.96, -0.71)
H (-0.30, 3.00, -1.79)
B (-1.83, 1.74, 3.91)
H (-3.38, 5.47, -0.15)
H (2.57, -8.42, 1.11)
H (-7.07, 1.49, 5.94)
H (-1.37, -0.30, 4.35)
H (-6.60, 0.92, 3.08)
H (-7.95, 2.92, 2.56)
H (-1.88, 0.54, -2.48)
H (0.42, -9.62, 1.63)
H (5.44, -0.07, 9.00)
C (-2.58, 5.46, -2.11)
H (2.41, 3.11, -7.04)
C (-0.78, 0.61, 4.21)
C (6.32, -2.89, -3.77)
C (5.03, -2.51, -4.48)
H (5.05, 1.39, 5.54)
H (-0.43, -8.53, 0.53)
H (-4.38, 2.96, -6.42)
O (-5.92, 1.43, 3.53)
H (4.58, -3.40, -4.92)
H (-0.15, -3.99, 2.14)
H (5.35, 1.49, 9.83)

=====

Sequential energy relative to the best compared isomer or geometry (same formula, charge and spin) output: 64.5 76.4 46.2 0.0 kcal/mol